[1]
DFT (ωB97M-V/def2-TZVPD) results for 17 unconnected molecules or ions with the total composition C73H173N27O17 in a non-equilibrium geometry.

Atoms and positions in Å:
C 2.95895 -0.70959 5.47197
O 2.40030 -1.78151 5.02032
N 3.70339 0.13809 4.76463
N 2.82990 -0.33772 6.74265
H 4.32479 0.82971 5.21392
H 4.08079 -0.18862 3.86142
H 2.36682 -0.90351 7.42090
H 3.34830 0.35523 7.10514
C 7.80675 1.35948 1.27667
O 7.72507 0.31196 0.70723
N 6.87380 2.27894 1.06022
N 8.90174 1.59587 2.00891
H 6.91486 3.19889 1.52673
H 6.14209 1.96116 0.46056
H 9.06790 2.47530 2.47736
H 9.41841 0.72560 2.08219
C -2.82343 3.84503 3.00375
O -2.68264 3.42321 1.84929
N -2.01808 4.79848 3.50799
N -3.91081 3.46293 3.79046
H -1.14271 4.95236 3.05677
H -1.88860 4.87675 4.50936
H -4.04028 3.78064 4.72871
H -4.51488 2.78975 3.31498
C 5.15517 -1.64464 2.05165
O 5.10853 -0.52607 2.55086
N 6.14743 -2.17524 1.28238
N 4.23813 -2.63525 2.48067
H 6.89648 -1.51217 1.06235
H 5.82500 -2.63370 0.43793
H 3.80520 -2.46909 3.36561
H 4.37089 -3.58408 2.21193
C -0.99843 -2.56500 5.78448
O -2.18867 -2.98505 5.69112
N -0.68065 -1.17711 5.65968
N 0.12074 -3.38896 5.91689
H 0.22707 -1.10679 5.15733
H -1.39607 -0.57475 5.25760
H 0.09632 -4.39380 5.76773
H 1.06586 -2.98738 5.89117
C -4.66757 -4.00265 3.30450
O -5.54632 -4.28106 2.50698
N -3.33163 -3.78935 2.97230
N -4.85896 -4.12233 4.66209
H -3.06612 -3.58182 1.99988
H -2.78007 -3.27867 3.62924
H -4.24287 -3.65962 5.33081
H -5.78424 -4.35214 4.95595
C 3.26486 -3.42473 -1.79612
O 3.81265 -4.43763 -1.55381
N 3.04305 -2.39438 -0.82422
N 2.99989 -3.11048 -3.09578
H 3.11059 -2.55168 0.16207
H 2.55130 -1.56912 -1.16165
H 2.28986 -2.43773 -3.41339
H 2.95927 -3.97173 -3.57611
C 1.55165 2.60597 6.00713
O 2.75187 2.72964 6.31715
N 1.05429 1.88865 4.96035
N 0.61703 3.24450 6.72773
H 1.73357 1.67132 4.27202
H 0.06361 1.87651 4.74374
H 0.99763 3.75791 7.47669
H -0.35381 2.92090 6.68999
C 4.70578 4.24897 3.55829
O 5.13107 4.54500 2.48690
N 4.18203 3.08721 3.85203
N 4.87120 5.14294 4.59032
H 3.94793 2.60695 3.01092
H 3.67408 2.91524 4.74502
H 5.40589 6.01645 4.47401
H 4.80503 4.77389 5.51259
C 4.41549 5.08931 -1.11664
O 3.93765 5.19498 -2.29076
N 5.75732 4.78468 -0.90327
N 3.65808 5.29534 -0.01733
H 5.95035 4.41836 0.01347
H 6.04299 4.16351 -1.66945
H 4.00519 5.15591 0.89577
H 2.81543 5.87020 -0.22242
C -0.55801 0.55433 2.14659
C 0.34815 -0.28052 1.22579
C -0.39252 -0.59949 -0.06604
C -0.56530 0.61551 -0.96287
C 0.84593 1.20519 -1.30327
C 1.55220 1.60945 -0.02063
N 1.59446 0.44458 0.85189
O 2.30075 0.76317 2.06261
C 3.04074 1.91893 -0.34310
C 1.02110 2.79959 0.66130
C 0.80282 -1.53341 1.96051
H -0.95812 1.45602 1.68570
H 0.07843 0.85105 2.96242
H -1.30324 -0.13958 2.58619
H 0.17641 -1.34133 -0.61917
H -1.41166 -1.02503 0.05981
H -1.22655 1.43030 -0.62551
H -1.03233 0.30944 -1.84734
H 0.73852 2.05300 -2.01711
H 1.41566 0.45869 -1.88237
H 3.12008 2.67669 -1.15281
H 3.55504 2.27089 0.57381
H 3.54258 0.99704 -0.66026
H 1.33596 2.72872 1.69952
H 1.47781 3.75068 0.28873
H -0.07064 2.98761 0.72326
H 1.03626 -1.33027 3.03954
H 1.70384 -1.87110 1.46799
H -0.01916 -2.22995 2.04671
H 3.12857 0.48130 1.69247
C -1.04100 4.57134 -2.14215
C -0.98808 6.05597 -1.83822
C -1.56807 6.83287 -3.03961
C -1.95797 8.29412 -2.74459
C -2.86271 8.26044 -1.54424
C -2.24254 7.61999 -0.29196
N -1.93245 6.24957 -0.69286
O -1.39452 5.57367 0.41581
C -1.11798 8.47254 0.31528
C -3.34932 7.44010 0.79909
C 0.48700 6.54881 -1.52327
H -0.79209 4.42744 -3.16900
H -2.03170 4.16263 -1.92464
H -0.30136 3.97203 -1.62796
H -0.86511 6.77007 -3.86014
H -2.50187 6.34673 -3.38382
H -2.49921 8.58903 -3.69015
H -1.08568 8.93905 -2.40983
H -3.76461 7.67703 -1.87600
H -3.13972 9.24198 -1.15886
H -0.82726 8.02347 1.23632
H -0.23143 8.68575 -0.27479
H -1.56288 9.40423 0.61720
H -2.86836 6.93744 1.68354
H -3.71814 8.44943 1.18786
H -4.22518 6.85736 0.48200
H 1.09744 5.92800 -2.21103
H 0.69527 6.35114 -0.46448
H 0.70325 7.61582 -1.75467
H -2.06203 4.89358 0.62881
C 5.80827 1.63554 -6.32224
C 6.99894 1.22504 -5.51721
C 7.76461 2.34834 -4.81419
C 7.11004 2.99897 -3.56968
C 6.77133 1.83680 -2.63901
C 5.95312 0.71972 -3.27695
N 6.60535 0.22261 -4.48847
O 5.93562 -0.82510 -5.12352
C 5.84560 -0.48690 -2.25871
C 4.51114 1.25823 -3.48396
C 8.04000 0.52791 -6.46439
H 5.26090 0.71820 -6.52032
H 6.00326 2.00511 -7.30069
H 5.13286 2.26936 -5.82840
H 8.73457 1.97331 -4.50580
H 8.07020 3.12042 -5.51945
H 6.23851 3.66546 -3.74856
H 7.85543 3.60618 -3.00685
H 6.13044 2.21929 -1.79929
H 7.69975 1.33863 -2.29278
H 5.25951 -1.30521 -2.71828
H 6.83854 -0.83954 -1.98803
H 5.31749 -0.28139 -1.30362
H 4.07456 1.46595 -2.55634
H 4.49392 2.20648 -4.06214
H 3.95332 0.51438 -4.06400
H 8.56141 1.26153 -7.12847
H 7.62907 -0.35028 -7.03042
H 8.76888 0.01958 -5.82625
H 6.57125 -1.54209 -5.05184
C -6.60889 1.74325 -0.42721
C -6.18248 2.31034 0.97749
C -7.34813 2.40034 1.95636
C -7.68467 1.06288 2.54206
C -6.49014 0.35543 3.22622
C -5.31433 0.14344 2.23021
N -5.04255 1.47895 1.64755
O -4.05906 1.30901 0.70251
C -4.08111 -0.34271 3.01404
C -5.59364 -0.94385 1.17578
C -5.55199 3.74618 0.74852
H -7.16445 0.79392 -0.24815
H -5.71090 1.43565 -0.96222
H -7.15999 2.42796 -1.11375
H -7.11518 3.13460 2.74914
H -8.22078 2.84624 1.46748
H -8.09661 0.40905 1.74787
H -8.48773 1.20698 3.30187
H -6.78585 -0.62866 3.56982
H -6.25320 0.89543 4.17193
H -4.31405 -1.18226 3.64578
H -3.31862 -0.81316 2.37034
H -3.59922 0.44163 3.58353
H -6.47003 -0.80315 0.52111
H -4.75523 -1.00714 0.46787
H -5.73573 -1.94322 1.58952
H -4.81302 3.80169 -0.11219
H -5.02613 3.93989 1.67815
H -6.36940 4.44254 0.55930
H -3.42797 2.02732 0.91409
C -0.62028 1.88034 -4.96639
C -1.08324 1.11754 -6.17377
C -0.61888 -0.31351 -6.05038
C -1.38886 -1.13441 -4.97483
C -2.91221 -1.07846 -5.23831
C -3.43529 0.37178 -5.33150
N -2.56821 1.08858 -6.22072
O -3.10666 2.43067 -6.26917
C -4.90074 0.37900 -5.84882
C -3.41611 1.02732 -3.96618
C -0.58525 1.76535 -7.45549
H 0.38371 2.20911 -5.08183
H -0.55624 1.31695 -4.02338
H -1.27558 2.74737 -4.91295
H -0.64374 -0.90476 -6.96945
H 0.47653 -0.23066 -5.81976
H -1.12552 -0.90767 -3.98301
H -1.11947 -2.15170 -5.12008
H -3.48070 -1.60016 -4.48869
H -3.04200 -1.57575 -6.19162
H -5.50162 -0.26911 -5.27104
H -5.31569 1.32812 -5.71195
H -5.07414 0.21695 -6.92076
H -2.40946 1.04659 -3.57493
H -3.81788 2.00790 -4.01631
H -3.93759 0.49664 -3.15104
H 0.52621 2.02870 -7.43214
H -1.02253 2.79162 -7.51644
H -0.96007 1.18412 -8.32579
H -3.15914 2.67343 -7.19233
C -0.89379 -7.54058 5.17058
C 0.54815 -7.91204 4.87056
C 0.60340 -8.96578 3.65881
C 0.30773 -8.36700 2.30597
C 1.16572 -7.11428 1.99187
C 1.20789 -6.08973 3.12688
N 1.46303 -6.80265 4.41856
O 1.48093 -5.72204 5.35144
C 2.33471 -5.10238 2.82307
C -0.18875 -5.31423 3.00171
C 1.37757 -8.52115 6.09431
H -1.32608 -8.47240 5.58518
H -1.41694 -7.20428 4.22025
H -1.07975 -6.67737 5.84507
H 1.55180 -9.46951 3.68691
H -0.18046 -9.70692 3.90400
H -0.76506 -8.11853 2.25389
H 0.43633 -9.09551 1.49279
H 0.78561 -6.59835 1.11609
H 2.15975 -7.50456 1.75014
H 2.07040 -4.15694 3.30967
H 3.29570 -5.45401 3.23793
H 2.31902 -4.98870 1.76589
H -0.22143 -4.55687 2.15729
H -0.97900 -6.00477 2.71126
H -0.45525 -4.91607 3.97347
H 0.80673 -9.26733 6.64874
H 1.63530 -7.75065 6.86554
H 2.30250 -8.88483 5.69519
H 2.19559 -5.93817 5.93466
C -3.30164 -2.69855 -1.78422
C -3.65298 -4.20688 -1.84745
C -4.91055 -4.39498 -1.07987
C -5.59385 -5.70856 -1.46299
C -5.87737 -5.96615 -2.90790
C -4.61901 -5.80067 -3.64793
N -3.99198 -4.50069 -3.30329
O -2.78066 -4.46109 -4.08959
C -3.77422 -6.97322 -3.50865
C -5.08077 -5.68363 -5.17521
C -2.42186 -5.00308 -1.27793
H -3.99508 -1.94107 -2.10411
H -2.38525 -2.59483 -2.30941
H -3.04759 -2.49426 -0.72369
H -4.84020 -4.47294 0.00883
H -5.66578 -3.63908 -1.36997
H -6.55061 -5.78973 -0.91865
H -4.90558 -6.49942 -1.13922
H -6.62577 -5.25488 -3.28596
H -6.32204 -6.98178 -3.11639
H -2.78819 -6.96804 -3.92026
H -3.71427 -7.16697 -2.45140
H -4.39351 -7.75134 -3.99768
H -5.70592 -4.81162 -5.38437
H -4.25091 -5.80937 -5.90474
H -5.76191 -6.50778 -5.37323
H -2.73771 -5.97523 -0.92404
H -2.18447 -4.42063 -0.36938
H -1.70865 -4.96513 -2.04220
H -2.85929 -3.61952 -4.56946

- Gap between HOMO and LUMO: 0.2897 hartree
- E_HOMO: -8.22 eV
- E_tot: -5642.84290 hartree


[2]
DFT (ωB97M-V/def2-TZVPD) results for a molecular structure, C73H54AsF15GeN6O2S2Si2TaTe in a non-equilibrium geometry.

Atoms and positions in Å:
Ta -0.12235 0.80087 -0.32827
C -5.38602 -12.13195 -2.10656
O -4.16971 -11.56817 -2.59771
C -3.88059 -10.29884 -2.27392
C -2.68981 -9.79432 -2.80769
C -2.30067 -8.50753 -2.53073
C -3.08669 -7.68643 -1.71372
C -4.27136 -8.19301 -1.19445
C -4.67892 -9.49009 -1.46468
C -2.63917 -6.32337 -1.45018
N -1.57292 -5.75205 -1.98060
C -1.55710 -4.49376 -1.46068
C -2.60671 -4.27729 -0.60154
N -3.29840 -5.46675 -0.59940
C -2.80472 -3.04162 0.08083
C -3.84855 -2.76592 0.98290
C -3.89871 -1.54066 1.58034
C -2.91660 -0.58360 1.28592
N -1.92750 -0.79869 0.43591
C -1.87326 -2.01698 -0.16818
C -0.79867 -2.22698 -1.09617
N 0.03002 -1.18259 -1.34354
C 0.99435 -1.31353 -2.24959
C 1.23377 -2.50938 -2.92733
C 0.42585 -3.58532 -2.66904
C -0.62558 -3.44865 -1.74662
H -5.41973 -13.14412 -2.49442
H -6.24716 -11.57089 -2.47211
H -5.38538 -12.15704 -1.01588
H -2.09554 -10.43879 -3.44028
H -1.38181 -8.11628 -2.94552
H -4.91874 -7.58488 -0.57217
H -5.60741 -9.85543 -1.05625
H -4.14134 -5.68695 -0.09675
H -4.59968 -3.51527 1.19851
H -4.68100 -1.28907 2.28236
H -2.94617 0.37994 1.76990
H 1.59387 -0.44201 -2.45572
H 2.03757 -2.55870 -3.64733
H 0.55855 -4.53663 -3.16859
S -1.53502 2.19387 1.13697
C -0.83072 2.78256 2.64326
C -1.26931 4.03938 3.05287
C -0.80785 4.61289 4.22773
C 0.10981 3.94191 5.02012
C 0.56311 2.69057 4.63333
C 0.08586 2.11344 3.45595
As 0.73471 0.33670 3.20562
C -0.23589 -0.85005 4.34866
C -1.03528 -1.86442 3.83435
C -1.73250 -2.69176 4.70579
C -1.62633 -2.50587 6.07584
C -0.81775 -1.49580 6.58456
C -0.12189 -0.66257 5.72461
C 2.55390 0.28800 3.75343
C 3.37527 1.39867 3.57317
C 4.70454 1.32233 3.95997
C 5.20155 0.14850 4.51398
C 4.37688 -0.95687 4.68212
C 3.04376 -0.89487 4.30122
H -1.98722 4.56993 2.44083
H -1.16111 5.59276 4.51851
H 0.47499 4.38677 5.93524
H 1.29205 2.18085 5.25014
H -1.11248 -2.02430 2.76669
H -2.35751 -3.48256 4.31231
H -2.17059 -3.14985 6.75303
H -0.72464 -1.36069 7.65335
H 0.51283 0.11202 6.13696
H 2.98641 2.31090 3.13608
H 5.35387 2.17853 3.83428
H 6.23659 0.09790 4.82386
H 4.76767 -1.86384 5.12313
H 2.39797 -1.75196 4.45694
O -0.21247 1.37344 -2.13099
N -1.61722 1.29153 -1.60275
C -0.21056 5.45405 -4.04007
Si -1.13036 6.10691 -2.56517
C -2.89317 6.50157 -3.02047
C -0.22954 7.52229 -1.80802
C -1.16356 4.64690 -1.29730
Te -2.30127 3.14324 -2.21937
C -4.14302 3.28594 -1.21094
Si -5.56170 2.22591 -1.96659
C -5.35070 2.21508 -3.80600
C -7.12905 3.02887 -1.43437
C -5.31316 0.51911 -1.28466
H -0.24886 6.18202 -4.85395
H -0.59511 4.51274 -4.44087
H 0.84023 5.30272 -3.78124
H -2.89675 7.20346 -3.85751
H -3.43764 6.96947 -2.19704
H -3.47758 5.63780 -3.35857
H 0.03062 8.25420 -2.57636
H 0.69560 7.18919 -1.33369
H -0.83308 8.03877 -1.05937
H -1.62323 4.88956 -0.34038
H -0.14718 4.26862 -1.15564
H -4.38049 4.35228 -1.27342
H -3.95034 3.00649 -0.17353
H -5.19581 3.21435 -4.22121
H -6.25299 1.81331 -4.27255
H -4.51714 1.58225 -4.12465
H -7.23169 4.01206 -1.89842
H -7.16930 3.15893 -0.35078
H -7.99603 2.43452 -1.72921
H -4.27786 0.19239 -1.44153
H -5.96788 -0.19682 -1.78507
H -5.52938 0.48098 -0.21361
N 3.89539 -7.82342 0.99793
C 3.44626 -6.76840 1.03378
C 2.88453 -5.44260 1.08953
C 3.74273 -4.34231 1.14697
C 3.20791 -3.07504 1.22228
C 1.80897 -2.91552 1.23707
C 0.95204 -4.03558 1.17484
C 1.49227 -5.29571 1.09355
C 1.25936 -1.64943 1.40729
C 0.69281 -0.54359 1.47592
H 4.81263 -4.49431 1.12930
H 3.84475 -2.20564 1.28065
H -0.12145 -3.89286 1.17484
H 0.86029 -6.17086 1.03709
F 6.21666 3.29989 -1.40865
C 5.95605 1.99012 -1.33245
C 4.70877 1.57261 -0.89125
C 4.48913 0.21272 -0.88266
F 3.28617 -0.30136 -0.49375
C 5.45318 -0.69818 -1.27361
F 5.19404 -2.00764 -1.25973
C 6.69312 -0.24619 -1.69273
F 7.61879 -1.10995 -2.06363
C 6.95179 1.11559 -1.72505
F 8.12560 1.55865 -2.13524
Ge 3.39364 2.97176 -0.57648
S 1.56604 2.31644 0.55615
C 3.96795 4.31778 0.67365
C 3.16523 5.43813 0.82976
F 2.06045 5.57551 0.07686
C 3.44423 6.43550 1.73965
F 2.65151 7.49215 1.86127
C 4.56889 6.31246 2.54163
F 4.85257 7.25307 3.42367
C 5.38323 5.19671 2.43198
F 6.43910 5.06870 3.22307
C 5.07007 4.21394 1.50831
F 5.86360 3.13612 1.47115
C 3.07131 3.64147 -2.36470
C 3.40828 4.92296 -2.78335
F 3.77187 5.85749 -1.90481
C 3.40187 5.28963 -4.11835
F 3.71114 6.52291 -4.48112
C 3.05733 4.35321 -5.07908
F 3.03309 4.69428 -6.35360
C 2.72186 3.06219 -4.70000
F 2.39109 2.16059 -5.61628
C 2.74154 2.73695 -3.35981
F 2.46836 1.45446 -3.03244

- Energy above the lowest of the compared OMol25 structures with the same formula, charge and spin: 48.9 kcal/mol
- Net charge: +3
- Gap between HOMO and LUMO: 0.1630 hartree
- E_HOMO: -13.17 eV
- E_tot: -10803.48931 hartree


Sequential LUMO energy output: -0.34 -8.74 eV